{"formula": "C5H15NO2", "method": "ωB97M-V/def2-TZVPD", "e_homo_ha": -0.3459, "lumo_ev": 0.6, "smiles": "C[C@H](N)CCCO.O", "species": ["C", "C", "C", "C", "C", "O", "N", "H", "H", "H", "H", "H", "H", "H", "H", "H", "H", "H", "H", "H", "H", "H", "O"], "coordinates": [[1.19, 0.72, 3.05], [0.60, 0.46, 1.66], [1.19, -0.76, 0.94], [1.70, -0.53, -0.48], [0.75, 0.20, -1.42], [-0.41, -0.59, -1.73], [-0.86, 0.26, 1.85], [0.64, 0.10, 3.76], [2.23, 0.40, 3.07], [1.07, 1.77, 3.27], [0.70, 1.34, 1.02], [0.52, -1.61, 0.97], [2.07, -1.06, 1.52], [2.66, 0.01, -0.51], [1.92, -1.48, -0.96], [1.23, 0.37, -2.38], [0.44, 1.20, -1.09], [-1.06, -0.45, -1.03], [-1.36, 0.02, 1.00], [-1.31, 1.09, 2.22], [-4.65, -0.91, -5.54], [-4.39, -0.39, -4.19], [-4.87, -0.15, -4.99]], "nbo_charge": [-0.614, -0.046, -0.422, -0.421, -0.070, -0.726, -0.844, 0.222, 0.208, 0.208, 0.163, 0.219, 0.210, 0.203, 0.217, 0.183, 0.162, 0.455, 0.338, 0.356, 0.464, 0.465, -0.930]}

=====

{"formula": "C21H14ClF6N2O4PRhS2", "method": "ωB97M-V/def2-TZVPD", "e_homo_ha": [-0.4524, -0.4644], "lumo_ev": [-5.9, -6.7], "charge": 1, "species": ["Rh", "Cl", "C", "C", "C", "C", "C", "C", "P", "C", "C", "C", "C", "C", "C", "C", "C", "C", "C", "C", "C", "H", "H", "H", "H", "H", "H", "H", "H", "H", "H", "H", "H", "H", "H", "N", "C", "F", "C", "F", "F", "S", "O", "O", "N", "S", "O", "O", "C", "F", "F", "F"], "coordinates": [[1.17, -1.19, 0.94], [-0.23, -2.99, -0.26], [-1.20, -2.21, -1.46], [-1.83, -2.99, -2.43], [-2.59, -2.37, -3.41], [-2.72, -0.99, -3.42], [-2.11, -0.22, -2.44], [-1.35, -0.82, -1.44], [-0.50, 0.18, -0.17], [-0.61, 1.87, -0.79], [0.13, 2.20, -1.93], [0.00, 3.46, -2.48], [-0.85, 4.39, -1.90], [-1.57, 4.07, -0.75], [-1.44, 2.82, -0.18], [-1.47, 0.12, 1.37], [-0.98, 0.86, 2.46], [-1.64, 0.83, 3.67], [-2.78, 0.04, 3.81], [-3.27, -0.69, 2.73], [-2.62, -0.66, 1.51], [-1.72, -4.06, -2.40], [-3.07, -2.97, -4.17], [-3.30, -0.51, -4.19], [-2.24, 0.85, -2.46], [0.77, 1.46, -2.37], [0.57, 3.72, -3.36], [-0.97, 5.37, -2.34], [-2.23, 4.79, -0.30], [-2.01, 2.55, 0.70], [-0.07, 1.44, 2.36], [-1.26, 1.40, 4.50], [-3.28, -0.01, 4.77], [-4.15, -1.31, 2.85], [-3.00, -1.22, 0.67], [-0.29, -2.48, 3.56], [0.36, -2.14, 2.68], [4.87, -3.81, 0.88], [3.82, -3.51, 0.15], [2.71, -3.75, 0.85], [3.79, -4.28, -0.93], [3.73, -1.70, -0.33], [2.47, -1.63, -1.06], [4.90, -1.24, -0.96], [3.46, -1.12, 1.13], [3.52, 0.36, 1.73], [2.17, 0.65, 2.17], [4.61, 0.60, 2.59], [3.62, 1.50, 0.23], [3.34, 2.73, 0.64], [2.60, 1.11, -0.56], [4.73, 1.51, -0.47]], "nbo_charge": [0.781, 0.179, 0.083, -0.252, -0.129, -0.196, -0.149, -0.456, 1.251, -0.423, -0.167, -0.203, -0.143, -0.219, -0.106, -0.421, -0.191, -0.194, -0.135, -0.202, -0.131, 0.249, 0.243, 0.242, 0.241, 0.231, 0.239, 0.237, 0.239, 0.231, 0.239, 0.239, 0.236, 0.236, 0.214, -0.378, 0.069, -0.274, 0.761, -0.318, -0.287, 2.237, -0.943, -0.845, -1.275, 2.261, -0.916, -0.825, 0.739, -0.292, -0.338, -0.271]}

=====

{"formula": "C7H15N", "method": "ωB97M-V/def2-TZVPD", "e_homo_ha": -0.2470, "lumo_ev": -1.7, "species": ["C", "C", "C", "C", "C", "C", "C", "N", "H", "H", "H", "H", "H", "H", "H", "H", "H", "H", "H", "H", "H", "H", "H"], "coordinates": [[0.54, 0.59, 2.27], [-1.83, -1.57, 0.35], [-1.24, -0.80, -0.68], [0.22, -0.69, -0.78], [0.76, 0.63, -1.08], [1.70, 0.69, -2.17], [2.10, 1.85, -2.73], [-1.12, -2.15, 1.27], [1.40, 0.02, 2.62], [0.31, 1.39, 2.97], [0.82, 1.04, 1.32], [-2.90, -1.78, 0.25], [-0.27, -0.12, 2.15], [-1.83, -0.07, -1.21], [0.55, -1.27, -1.67], [0.72, -1.26, 0.02], [0.50, 1.59, -0.67], [-1.68, -2.81, 1.79], [1.97, -0.27, -2.60], [2.81, 1.81, -3.55], [1.95, 2.82, -2.28], [-2.37, 0.22, 2.19], [-3.10, 0.14, 2.24]], "nbo_charge": [-0.857, 0.043, -0.254, -0.566, -0.044, -0.263, -0.323, -0.691, 0.213, 0.208, 0.198, 0.169, 0.235, 0.201, 0.265, 0.324, 0.208, 0.336, 0.202, 0.200, 0.198, 0.006, -0.007]}

=====

no.,molecular weight (g mol⁻¹),calculated total energy (Eh)
1,121.18,-404.7136
2,705.81,-3526.4047
3,113.20,-330.2471